Record 1
{
  "formula": "C22H58N2O10",
  "method": "ωB97M-V/def2-TZVPD",
  "symbols": ["O", "O", "O", "O", "O", "O", "O", "O", "O", "O", "N", "N", "C", "C", "C", "C", "C", "C", "C", "C", "C", "C", "C", "C", "C", "C", "C", "C", "C", "C", "C", "C", "C", "C", "H", "H", "H", "H", "H", "H", "H", "H", "H", "H", "H", "H", "H", "H", "H", "H", "H", "H", "H", "H", "H", "H", "H", "H", "H", "H", "H", "H", "H", "H", "H", "H", "H", "H", "H", "H", "H", "H", "H", "H", "H", "H", "H", "H", "H", "H", "H", "H", "H", "H", "H", "H", "H", "H", "H", "H", "H", "H"],
  "coordinates": [[12.884, -18.156, -8.494], [8.907, -12.917, -7.398], [13.566, -15.147, -8.289], [11.243, -16.471, -10.296], [12.468, -12.191, -5.916], [10.301, -15.603, -7.019], [12.504, -14.883, -5.445], [12.960, -18.304, -5.529], [5.840, -13.136, -4.225], [11.952, -12.669, -2.818], [12.214, -19.514, -5.399], [6.583, -13.823, -3.243], [12.093, -21.951, -5.486], [11.819, -19.130, -2.957], [10.255, -20.595, -4.263], [4.722, -15.130, -2.062], [5.960, -15.969, -4.155], [10.310, -18.127, -4.659], [11.194, -17.887, -10.176], [13.007, -20.718, -5.445], [9.173, -15.160, -6.268], [7.972, -11.799, -2.940], [8.282, -13.855, -1.569], [11.480, -18.305, -8.752], [7.254, -12.961, -2.264], [6.063, -15.130, -2.852], [11.177, -19.346, -4.370], [9.212, -13.636, -6.226], [10.980, -21.955, -4.423], [6.357, -12.356, -1.167], [7.698, -15.101, -0.883], [7.091, -15.938, -2.038], [13.987, -20.803, -4.267], [13.860, -20.798, -6.726], [14.375, -19.842, -3.913], [10.257, -22.687, -4.783], [12.308, -11.773, -2.830], [11.101, -15.363, -6.518], [8.277, -15.579, -6.726], [8.470, -15.695, -0.389], [5.104, -15.751, -4.794], [9.943, -18.184, -5.689], [11.024, -18.722, -2.325], [4.683, -16.048, -1.483], [9.232, -15.540, -5.241], [6.250, -13.425, -5.051], [12.116, -13.005, -3.706], [5.806, -13.017, -0.488], [7.982, -16.264, -2.578], [11.468, -21.897, -6.384], [12.132, -16.143, -10.128], [13.103, -17.225, -8.402], [13.106, -12.029, -6.622], [5.945, -17.039, -3.934], [9.922, -20.515, -3.231], [6.884, -15.891, -4.736], [10.195, -13.342, -5.867], [14.414, -14.772, -8.556], [13.745, -21.295, -3.318], [8.464, -11.102, -2.267], [9.391, -18.053, -4.071], [14.127, -21.830, -6.942], [6.979, -14.919, -0.079], [12.548, -18.014, -6.357], [9.025, -14.277, -2.252], [8.060, -12.479, -7.450], [6.922, -11.680, -0.526], [11.227, -19.360, -8.634], [8.871, -13.285, -0.844], [14.927, -21.301, -4.540], [6.592, -16.811, -1.617], [12.753, -22.812, -5.435], [9.492, -20.564, -5.040], [12.054, -20.111, -2.555], [11.931, -18.338, -10.846], [11.401, -22.254, -3.459], [13.116, -15.474, -4.978], [4.830, -14.315, -1.343], [11.705, -11.645, -6.148], [5.449, -11.855, -1.533], [12.948, -14.017, -5.473], [8.738, -12.196, -3.612], [13.439, -14.867, -7.369], [12.613, -18.392, -3.013], [7.247, -11.274, -3.563], [8.454, -13.354, -5.480], [10.848, -17.197, -4.472], [13.478, -20.267, -7.599], [10.893, -17.685, -8.070], [14.812, -20.258, -6.644], [3.805, -14.809, -2.552], [10.230, -18.246, -10.536]],
  "atomic_forces_ev_per_a": [[-0.21, -0.33, 0.32], [1.21, -0.25, -1.24], [0.21, 0.13, 0.09], [-0.48, 0.00, -0.37], [0.29, 0.34, -0.20], [-0.13, -0.45, 0.04], [0.98, 0.06, 0.20], [-0.23, -0.50, -0.01], [-0.50, -0.20, 0.33], [0.04, 0.02, -0.01], [-1.92, 0.11, -0.75], [1.52, -0.12, 0.17], [-1.33, 1.39, 0.40], [-1.35, -0.09, -0.55], [1.59, -0.12, -0.59], [0.99, 1.33, 0.62], [-0.02, -0.34, -0.10], [-0.29, 0.09, -0.69], [0.42, 0.31, -0.12], [0.97, -0.28, 0.32], [1.22, 0.37, -0.77], [-0.12, -0.44, -1.13], [0.61, -0.69, 1.12], [0.15, 0.03, -0.54], [-0.19, -0.20, 1.02], [-0.63, -1.17, -1.52], [0.51, -0.23, 1.29], [-2.16, 0.08, 1.19], [0.78, 0.23, 0.38], [-1.54, 0.20, 0.48], [-0.39, -0.25, -0.48], [0.49, 0.99, 1.77], [1.83, -0.23, 1.04], [0.80, 1.11, -0.31], [-0.42, 0.30, -0.48], [-0.08, -0.20, 0.55], [-0.03, -0.07, -0.01], [-0.37, -0.08, -0.14], [-0.02, 0.19, -0.15], [0.23, 0.14, -0.19], [0.00, 0.18, 0.09], [0.31, 0.31, -0.11], [0.11, 0.06, 0.12], [-0.67, -0.14, -0.21], [-0.09, 0.15, 0.12], [-0.07, 0.10, 0.10], [-0.09, 0.05, 0.03], [0.95, -0.55, 0.00], [-0.37, -0.04, -0.67], [0.84, -0.25, -0.61], [0.03, -0.16, 0.11], [-0.03, 0.38, -0.07], [-0.14, 0.10, 0.05], [-0.42, 0.04, 0.27], [-0.96, -0.21, -0.26], [-0.05, 0.44, -0.01], [0.11, 0.08, 0.01], [-0.07, -0.14, -0.02], [-0.84, -0.17, -0.35], [-0.18, -0.13, 0.31], [0.20, -0.47, 0.40], [-0.20, -0.05, -0.11], [-0.16, 0.38, -0.25], [0.67, 0.28, -0.10], [-0.08, 0.43, -0.43], [-0.29, -0.25, 0.61], [0.01, 0.15, -0.15], [0.17, -0.03, 0.24], [-0.19, 0.27, -0.06], [-0.28, -0.20, -0.35], [0.00, -0.13, -0.28], [-0.32, -0.31, -0.16], [-0.38, 0.32, 0.31], [0.67, 0.24, 0.23], [0.17, -0.16, 0.08], [-0.21, -0.20, 0.01], [-0.31, -0.11, -0.07], [0.00, -0.37, 0.28], [0.01, -0.21, 0.04], [0.63, 0.56, -0.62], [-0.55, -0.14, 0.08], [0.03, 0.03, 0.05], [-0.22, -0.25, -0.17], [0.34, -0.30, 0.16], [0.10, 0.24, 0.12], [0.37, 0.08, 0.34], [0.09, 0.00, -0.30], [-0.79, -0.50, 0.05], [-0.09, -0.09, 0.03], [0.00, -0.12, 0.56], [0.09, -0.71, -0.64], [-0.25, 0.33, 0.23]],
  "mulliken_charge": [-0.5025, -0.6382, -0.5547, -0.5128, -0.5880, -0.1869, -0.4247, -0.5431, -0.5747, -0.6506, 0.9570, 0.9303, -1.2163, -1.8694, -1.0121, -1.4332, -1.6743, -2.1823, -0.7991, 1.4351, -0.2252, -1.7447, -1.0171, 0.5767, 1.4168, 1.3233, 1.7074, 1.5043, -0.8418, -1.8177, -0.9005, -0.8724, -1.8162, -1.7139, 0.3475, 0.4471, 0.2932, 0.0623, 0.5374, 0.5016, 0.3308, 0.2930, 0.4752, 0.3155, -0.1303, 0.3557, 0.3121, 0.3480, -0.1398, 0.3459, 0.2551, 0.2332, 0.2708, 0.4166, 0.3956, 0.2102, -0.6673, 0.2720, 0.3411, 0.4642, 0.5540, 0.4639, 0.3331, 0.2482, 0.1299, 0.3478, 0.3942, 0.3156, 0.4954, 0.4629, 0.6237, 0.4514, 0.3854, 0.4479, 0.3184, 0.3157, 0.1810, 0.2691, 0.2826, 0.4100, 0.2477, 0.1402, 0.2807, 0.2375, 0.4353, -0.4462, 0.2134, 0.1214, -0.2238, 0.4114, 0.3515, 0.3755],
  "gap_ev": 7.7,
  "smiles": "CC1(C)CCCC(C)(C)N1O.CC1(C)CCCC(C)(C)N1O.OCCO.OCCO.O.O.O.O",
  "e_homo_ev": -8.0298,
  "charge": 0,
  "e_lumo_ev": -0.31
}

***

Record 2
{
  "formula": "C22H59BMnO11",
  "method": "ωB97M-V/def2-TZVPD",
  "symbols": ["Mn", "O", "O", "O", "O", "O", "O", "O", "O", "O", "O", "O", "C", "C", "C", "C", "C", "C", "C", "C", "C", "C", "C", "C", "C", "C", "C", "C", "C", "C", "C", "C", "C", "C", "B", "H", "H", "H", "H", "H", "H", "H", "H", "H", "H", "H", "H", "H", "H", "H", "H", "H", "H", "H", "H", "H", "H", "H", "H", "H", "H", "H", "H", "H", "H", "H", "H", "H", "H", "H", "H", "H", "H", "H", "H", "H", "H", "H", "H", "H", "H", "H", "H", "H", "H", "H", "H", "H", "H", "H", "H", "H", "H", "H"],
  "coordinates": [[-1.386, -0.597, 0.179], [3.453, 3.830, -0.528], [-1.463, -2.058, -1.326], [-0.922, -2.115, 1.746], [2.676, -0.340, 4.676], [-2.392, 0.829, -1.020], [3.711, -0.716, 7.262], [-2.122, 0.824, 1.664], [2.110, -0.665, -4.715], [0.842, -0.688, -7.297], [0.892, 4.937, -1.788], [-3.451, -1.483, 0.680], [2.601, 3.235, -1.492], [-1.816, 1.019, 3.022], [2.152, 0.311, 5.808], [-2.096, -2.480, 2.447], [3.451, 3.156, 0.696], [-3.273, -2.653, 1.486], [-2.498, -3.543, -2.915], [1.306, -0.617, -8.624], [-1.386, -3.329, -1.870], [1.596, 0.134, -3.656], [-3.024, 1.812, 1.150], [2.321, 0.248, 3.438], [0.272, -2.334, 2.484], [1.271, -1.842, -6.651], [-2.229, 1.054, -2.415], [-2.774, 2.011, -0.351], [4.012, -1.566, 8.348], [1.147, 3.633, -1.349], [1.242, -1.686, -5.142], [-4.596, -1.606, -0.136], [2.316, -0.597, 7.004], [-0.470, 5.243, -1.867], [0.612, 0.342, 0.272], [0.287, -0.040, 1.296], [-3.090, -3.504, 0.823], [-1.004, 5.031, -0.930], [2.639, 2.147, -1.368], [1.670, 0.795, 0.369], [3.881, 3.738, 1.512], [-1.256, 1.913, 3.295], [-0.117, 1.141, -0.089], [5.058, -1.851, 8.323], [-2.018, 2.794, -0.471], [-3.196, 1.314, -2.848], [-3.712, 2.400, -0.767], [1.042, 0.320, -9.106], [-4.173, -2.823, 2.083], [1.066, 0.454, 5.712], [0.596, 2.849, -1.896], [1.575, -2.636, -4.710], [0.637, 0.510, -4.026], [-0.547, 6.316, -2.039], [-2.933, 2.774, 1.656], [3.768, -0.990, 9.253], [3.404, -2.475, 8.419], [-4.748, -0.608, -0.553], [1.889, -1.590, 6.852], [2.655, 1.269, 5.948], [2.708, 1.265, 3.305], [-2.611, -2.636, -3.512], [1.132, -1.925, 1.970], [-0.427, -3.483, -2.385], [2.462, 2.892, 1.094], [1.473, -0.402, -2.712], [-5.487, -1.820, 0.467], [-1.938, -3.344, 3.094], [0.824, 3.471, -0.311], [0.684, -2.734, -6.922], [0.612, -0.567, -0.415], [-1.588, 1.924, -2.599], [-0.967, 4.694, -2.676], [-2.409, -1.643, 3.086], [0.407, -3.408, 2.625], [-4.024, 1.406, 1.347], [1.235, 0.366, 3.369], [0.227, -1.533, -4.761], [0.869, -1.424, -9.228], [2.282, -2.198, -6.903], [2.391, -0.761, -8.653], [2.731, -0.433, 2.702], [0.233, -1.865, 3.471], [-4.525, -2.338, -0.942], [3.974, 2.197, 0.604], [-2.247, -4.410, -3.533], [-1.510, -4.068, -1.061], [2.335, 0.922, -3.536], [-2.681, 0.882, 3.685], [2.939, 3.493, -2.497], [-1.221, 0.149, 3.320], [-1.741, 0.197, -2.865], [-3.485, -3.715, -2.475], [1.891, -0.103, 7.886]],
  "atomic_forces_ev_per_a": [[0.61, -2.07, -1.53], [0.01, 0.70, -0.20], [-0.09, 0.83, 0.41], [-0.21, -0.34, 0.15], [-0.11, 0.01, 0.08], [-0.72, 0.54, 0.06], [0.12, -0.72, -0.55], [-0.25, 1.64, 0.44], [0.19, -0.09, 0.03], [0.09, 0.52, -0.25], [0.22, 0.03, -0.12], [-0.10, -0.67, 1.04], [-0.21, -0.10, 0.43], [0.26, -1.68, 1.10], [-0.29, -0.74, -0.19], [-0.82, 1.02, -0.08], [-0.32, -0.86, 0.73], [0.70, -0.42, -0.30], [0.14, -0.21, 0.24], [0.10, -0.74, -0.28], [-0.77, 1.03, 0.20], [0.16, -0.26, -0.84], [-0.32, -1.18, -0.44], [-0.09, 0.16, 0.63], [0.10, -0.37, 0.48], [0.30, -1.14, 0.71], [0.24, 0.59, -0.29], [-0.30, 0.73, 0.52], [-0.69, 0.68, 0.55], [-0.02, -1.01, 0.28], [-0.10, -0.26, 0.21], [-0.57, 0.90, -0.15], [1.42, 0.67, 0.57], [-0.10, 0.15, 0.18], [1.49, 0.61, 0.14], [-0.54, -0.34, 1.96], [-0.09, -0.03, -0.03], [0.09, -0.10, 0.06], [0.01, -0.02, -0.15], [1.15, 0.38, 0.05], [0.44, 0.33, -0.48], [-0.11, 0.26, -0.50], [-1.20, 1.48, -0.70], [0.09, 0.19, -0.06], [0.21, -0.21, -0.18], [-0.09, -0.40, -0.15], [0.05, -0.02, -0.16], [-0.08, 0.20, 0.38], [-0.04, -0.08, 0.00], [-0.04, 0.30, -0.25], [-0.23, 0.37, -0.36], [-0.05, -0.15, -0.03], [-0.06, 0.39, 0.49], [-0.05, -0.04, -0.16], [0.20, -0.03, 0.06], [0.38, -0.26, 0.28], [-0.05, -0.03, -0.48], [0.02, -0.20, -0.26], [-0.25, 0.03, -0.14], [-0.06, 0.14, 0.23], [0.40, -0.09, 0.06], [0.28, -0.09, -0.22], [-0.22, 0.05, -0.38], [0.15, -0.21, 0.14], [-0.23, 0.12, -0.46], [-0.07, -0.12, -0.04], [0.15, -0.15, 0.11], [-0.07, -0.25, -0.26], [0.02, 0.28, 0.12], [-0.45, 0.23, 0.03], [0.18, -1.53, -1.47], [0.14, -0.01, 0.28], [0.00, 0.00, -0.05], [0.31, -0.06, 0.28], [0.03, -0.06, -0.02], [-0.08, 0.24, -0.16], [-0.04, -0.34, -0.26], [-0.09, 0.22, -0.16], [-0.04, -0.01, -0.01], [0.22, 0.80, -0.29], [0.06, 0.20, -0.03], [-0.21, 0.25, -0.39], [-0.14, 0.09, 0.02], [0.42, -0.05, 0.10], [0.17, 0.04, 0.08], [-0.19, 0.11, -0.20], [0.27, -0.41, -0.18], [-0.22, 0.21, 0.14], [-0.35, 0.57, -0.36], [0.23, 0.15, 0.14], [0.39, 0.28, -0.24], [-0.33, -0.31, 0.14], [0.10, -0.10, 0.20], [-0.50, -0.15, -0.05]],
  "mulliken_charge": [1.1458, -0.4814, -0.9060, -0.0408, -0.3769, 0.4103, -0.2910, 0.2033, -0.4582, -0.2796, -0.4452, 0.0845, -0.5953, -0.6911, -0.2814, -0.5461, -0.5840, -0.7733, -1.0872, -0.7581, -0.4248, -0.4299, -0.8308, -0.2673, -1.1772, -0.7376, -0.6596, -0.4262, -0.7555, 0.8175, -0.0781, -0.7170, -0.6047, -0.6248, 2.0489, -0.6456, 0.3265, 0.1990, 0.2516, -0.4592, 0.4227, 0.3722, -0.7023, 0.2482, -0.0508, 0.3764, 0.4996, 0.2440, 0.5077, 0.2339, -0.3351, 0.3161, 0.2555, 0.3248, 0.5156, 0.2965, 0.2992, 0.1970, 0.3278, 0.3182, 0.3651, 0.1743, 0.2325, 0.2379, 0.0731, 0.3450, 0.3619, 0.4933, 0.0003, 0.3889, -0.3005, 0.0902, 0.2557, 0.1914, 0.3917, 0.3284, -0.2239, 0.0933, 0.2945, 0.3489, 0.3366, 0.2807, 0.4465, 0.0638, 0.3210, 0.4023, 0.1489, 0.0881, 0.3105, 0.3702, -0.2279, 0.0052, 0.2287, 0.3628],
  "gap_ev": [7.5, 7.6],
  "e_homo_ev": [-7.3725, -7.4937],
  "charge": 0,
  "spin_multiplicity": 6,
  "e_lumo_ev": [0.14, 0.14]
}

***

| no. | E (a.u.) | maximum force (Eh/bohr) |
| --- | --- | --- |
| 1 | -1734.77972 | 0.04798 |
| 2 | -2876.83009 | 0.05137 |